Entry 1:
{
  "formula": "C30H63NO26S5",
  "method": "ωB97M-V with the def2-TZVPD basis set",
  "symbols": ["C", "O", "C", "O", "O", "C", "H", "H", "H", "H", "H", "H", "C", "O", "C", "O", "O", "C", "H", "H", "H", "H", "H", "H", "C", "O", "C", "O", "O", "C", "H", "H", "H", "H", "H", "H", "C", "C", "C", "C", "C", "C", "N", "O", "O", "H", "H", "H", "H", "H", "O", "S", "O", "O", "C", "C", "C", "H", "H", "H", "H", "H", "H", "H", "H", "O", "S", "O", "O", "C", "C", "C", "H", "H", "H", "H", "H", "H", "H", "H", "O", "S", "O", "O", "C", "C", "C", "H", "H", "H", "H", "H", "H", "H", "H", "O", "S", "O", "O", "C", "C", "C", "H", "H", "H", "H", "H", "H", "H", "H", "O", "S", "O", "O", "C", "C", "C", "H", "H", "H", "H", "H", "H", "H", "H"],
  "positions_angstrom": [[-21.969090, 14.632030, 20.865210], [-21.780090, 15.514830, 19.776650], [-22.789510, 16.290940, 19.456820], [-23.977230, 16.424020, 19.923570], [-22.460290, 17.036340, 18.407800], [-23.261250, 17.983260, 17.828480], [-21.745630, 13.595930, 20.610890], [-22.960810, 14.542870, 21.308650], [-21.240630, 14.919270, 21.623460], [-23.930250, 17.421210, 17.176840], [-22.861000, 18.821400, 17.258030], [-24.038830, 18.319790, 18.514210], [-28.412730, 17.189430, 22.096740], [-29.442870, 16.568270, 21.444250], [-29.476070, 16.624210, 20.117200], [-28.967200, 17.462590, 19.371680], [-30.370120, 15.634730, 19.702680], [-30.533980, 15.110490, 18.439640], [-28.293880, 16.386170, 22.823900], [-28.731050, 18.074980, 22.646820], [-27.510330, 17.421480, 21.531110], [-31.092010, 15.866710, 17.887540], [-31.155860, 14.222580, 18.553640], [-29.518260, 14.884030, 18.115400], [-28.378220, 14.028400, 23.899830], [-29.540210, 13.726080, 23.138240], [-29.795370, 12.405040, 22.796100], [-29.060650, 11.362710, 22.915710], [-30.947900, 12.341660, 22.263860], [-31.465860, 11.120790, 21.782680], [-27.908150, 13.236130, 24.482460], [-28.778110, 14.785040, 24.574870], [-27.608590, 14.475280, 23.270490], [-32.487250, 11.221510, 21.415630], [-31.440080, 10.424610, 22.620990], [-30.787340, 10.655510, 21.067660], [-24.355150, 13.161270, 18.852740], [-24.895320, 11.867440, 18.806080], [-24.145020, 10.787520, 18.486790], [-22.821870, 10.960510, 18.093800], [-22.295660, 12.232660, 18.200220], [-23.066980, 13.321870, 18.549370], [-22.049930, 9.821120, 17.535140], [-20.890540, 10.015780, 17.112940], [-22.508840, 8.734180, 17.777460], [-24.890620, 14.081790, 19.032510], [-25.964890, 11.792490, 18.935650], [-24.655450, 9.840910, 18.387850], [-21.248080, 12.339310, 17.960230], [-22.749250, 14.350170, 18.639070], [-28.429340, 14.475820, 19.488650], [-27.217720, 13.740200, 19.795180], [-26.886800, 12.639530, 18.895210], [-25.877250, 14.730200, 19.828790], [-26.091570, 16.076480, 20.105690], [-25.912580, 16.809640, 18.800630], [-27.264470, 13.094280, 21.590240], [-25.326110, 16.470160, 20.774390], [-27.047760, 16.281410, 20.587150], [-24.984920, 16.585020, 18.274240], [-25.804980, 17.881640, 18.966000], [-26.599160, 16.558300, 17.992220], [-28.244460, 13.284140, 22.028040], [-26.550550, 13.715810, 22.130730], [-27.060950, 12.025140, 21.529980], [-23.996360, 20.386090, 19.458120], [-23.859640, 20.278690, 17.918450], [-22.708540, 19.789670, 17.139160], [-25.278480, 19.614810, 17.422580], [-25.272600, 18.376130, 16.790630], [-26.694430, 17.797080, 16.824260], [-24.181230, 22.020420, 17.310600], [-24.664430, 17.606490, 17.265890], [-24.892290, 18.539190, 15.782230], [-26.581040, 16.769790, 16.477970], [-27.374920, 18.351790, 16.178250], [-27.088930, 17.728460, 17.838050], [-23.755710, 22.042270, 16.307330], [-23.545780, 22.601190, 17.979190], [-25.223880, 22.323870, 17.216270], [-30.576340, 12.291040, 17.677690], [-30.349630, 11.638240, 18.975720], [-31.350230, 10.696220, 19.531930], [-28.827810, 10.923920, 18.875020], [-28.632230, 9.822250, 18.036590], [-27.855430, 10.137140, 16.802450], [-29.894500, 12.804310, 20.236420], [-29.539920, 9.299580, 17.734910], [-28.152670, 9.015370, 18.590740], [-28.367910, 11.029520, 16.443130], [-27.822360, 9.291290, 16.115750], [-26.815920, 10.423390, 16.962360], [-30.794860, 13.219710, 20.689070], [-29.251680, 13.596470, 19.852520], [-29.393940, 12.256030, 21.034500], [-27.399670, 15.716230, 22.448080], [-26.524220, 16.813630, 22.843190], [-26.682570, 18.175370, 22.237690], [-26.347040, 16.872520, 24.478020], [-26.453380, 15.594270, 25.179130], [-25.961920, 15.852670, 26.607010], [-24.771660, 16.321780, 22.489940], [-25.867010, 14.713530, 24.917270], [-27.502520, 15.298670, 25.173280], [-24.874460, 15.890330, 26.542930], [-26.254610, 15.134430, 27.372890], [-26.332330, 16.807740, 26.979480], [-24.487040, 15.406550, 23.009040], [-24.097840, 17.156150, 22.684570], [-24.725360, 16.060240, 21.432790], [-24.723140, 12.462820, 21.142030], [-24.191100, 13.215930, 22.246440], [-23.658000, 14.560480, 21.974320], [-25.252920, 13.233860, 23.574310], [-25.833890, 12.036630, 24.019840], [-27.202330, 11.740780, 23.396760], [-22.816050, 12.310500, 23.058920], [-26.088560, 12.307560, 25.044460], [-25.159060, 11.182320, 24.073210], [-27.810220, 12.645190, 23.372000], [-27.823230, 11.033680, 23.946850], [-27.067940, 11.443320, 22.356780], [-23.001180, 11.240500, 22.964480], [-22.946310, 12.479430, 24.127850], [-21.943360, 12.720910, 22.550920]],
  "forces_ev_per_a": [[6.313, 0.072, -2.514], [0.086, 0.874, -0.349], [-2.850, 2.495, -0.534], [8.942, -1.215, -0.638], [3.559, -1.834, 2.293], [-1.369, -9.881, 2.897], [0.489, -0.007, -0.729], [6.119, 1.116, -6.735], [0.103, 0.171, 0.178], [8.776, -2.615, -0.269], [1.288, -7.364, -0.204], [0.784, -0.263, 1.109], [-9.779, 7.424, -0.929], [-2.323, -1.621, -2.348], [-1.821, 0.428, -2.500], [-0.440, -1.847, 1.525], [0.175, 2.181, 4.056], [-0.244, 1.203, -1.065], [-4.258, 3.804, 2.126], [-0.978, 1.058, -1.137], [-5.177, -0.617, -2.879], [0.252, -0.242, -0.803], [0.235, 0.289, -0.170], [-1.042, 0.040, -1.364], [-1.376, 1.788, 2.870], [-0.669, -2.992, -0.385], [0.744, -3.105, 1.711], [-7.830, 3.104, -1.998], [-2.746, 1.366, 2.368], [0.694, -2.039, 2.475], [-1.394, 1.024, 1.235], [-0.245, 0.029, -0.245], [-0.859, -1.068, 1.229], [0.490, 0.522, 0.051], [-0.419, -0.017, 0.329], [-0.372, 0.483, 1.296], [-0.425, -1.337, -1.799], [2.046, -0.971, -0.543], [0.276, -0.939, -0.980], [-0.235, 0.760, -0.153], [1.909, -0.720, -0.876], [0.987, 0.359, -0.199], [2.253, 1.055, 1.734], [-2.048, -0.055, 0.052], [-0.326, -0.769, -0.717], [1.112, -1.754, -0.983], [3.043, -2.625, 0.378], [0.266, -0.263, 0.052], [0.137, 0.157, -0.177], [0.775, -0.981, -0.877], [5.999, 3.030, -0.654], [1.690, -0.774, 0.714], [-6.299, 5.941, 1.323], [-4.171, -0.735, 2.162], [-2.168, 3.038, -1.719], [0.048, -1.928, 0.838], [-0.182, 2.523, -4.497], [-3.673, 0.257, -2.657], [0.032, -0.542, -1.413], [-0.568, -1.062, 1.141], [-0.656, -0.184, 0.490], [0.139, -1.568, 2.921], [1.094, 0.318, -2.126], [-0.268, -0.679, -0.770], [0.095, 2.554, -3.026], [1.539, -0.696, -5.326], [-4.513, 5.065, 4.392], [2.020, 14.590, -2.387], [1.686, 1.996, 1.044], [-5.539, -0.371, -3.123], [-1.046, 2.703, -2.836], [1.223, -1.358, -0.287], [-7.649, 2.803, -0.429], [-0.098, -0.264, -0.324], [-0.388, 0.147, -0.707], [-0.099, -0.027, -0.350], [-0.965, 1.976, -1.976], [0.096, -0.030, 0.042], [-0.406, 0.231, -0.033], [0.050, -0.424, 0.733], [-0.051, -1.420, 1.969], [0.575, -0.427, -1.069], [1.710, 0.983, -4.725], [-2.216, 0.923, 1.050], [0.091, -2.470, -0.314], [0.309, 1.021, -0.137], [-1.750, -2.073, -0.683], [-0.627, 0.588, 0.037], [0.357, 0.259, 0.559], [0.160, -0.150, -0.925], [-0.415, 0.177, -0.130], [0.005, 0.027, 0.384], [0.202, 0.176, -1.142], [-2.286, -1.651, 0.234], [0.131, -0.381, -1.762], [11.183, -10.566, -0.566], [8.168, 1.995, 1.951], [7.144, 1.172, 4.881], [-0.788, -0.372, -1.497], [-0.770, -0.182, 2.352], [0.100, 0.959, -0.199], [-1.970, 1.181, 2.043], [0.189, 0.729, -1.371], [0.851, 0.631, 0.392], [0.042, 0.131, 0.384], [-0.073, -0.432, -0.479], [0.096, 0.127, -0.106], [-1.448, 2.196, 1.434], [-0.339, 0.162, 0.266], [1.614, -0.357, 3.194], [0.503, 0.578, 2.188], [-0.141, -2.717, 1.941], [-10.286, -5.520, 9.044], [2.395, 1.620, -2.072], [-1.731, -0.901, 1.236], [4.259, -1.780, 1.731], [-1.486, 0.327, -0.314], [0.363, -0.157, 0.495], [0.199, 0.060, -0.259], [2.851, -2.938, -0.412], [2.044, -0.156, 1.045], [0.108, -2.824, 3.625], [0.282, 0.094, -0.693], [0.573, 0.641, -0.105], [0.226, -0.475, 0.504]],
  "lowdin_charge": [-0.065, 0.042, -0.429, -0.048, 0.106, -0.174, 0.096, -0.256, 0.118, 0.056, -0.225, 0.082, -0.314, 0.088, -0.484, 0.138, -0.077, -0.074, 0.000, 0.132, -0.007, 0.111, 0.077, 0.098, -0.131, 0.066, -0.527, -0.002, -0.035, -0.032, 0.113, 0.125, 0.035, 0.123, 0.113, 0.062, -0.068, -0.098, -0.007, -0.136, 0.007, -0.073, -0.333, 0.042, 0.073, 0.052, -0.024, 0.113, 0.118, 0.096, -0.300, 0.941, -0.243, -0.233, -0.286, -0.078, -0.102, 0.024, 0.088, 0.095, 0.124, 0.051, 0.048, 0.060, 0.063, -0.296, 0.896, -0.121, -0.200, -0.320, -0.082, -0.066, -0.034, 0.155, 0.110, 0.094, 0.042, 0.062, 0.066, 0.076, -0.287, 0.790, -0.343, -0.263, -0.317, -0.057, -0.129, 0.120, 0.121, 0.085, 0.088, 0.064, 0.123, -0.080, 0.062, -0.388, 0.912, -0.225, -0.187, -0.247, -0.043, -0.056, 0.102, 0.076, 0.081, 0.085, 0.083, 0.055, 0.123, 0.008, -0.213, 0.871, -0.267, -0.315, -0.197, -0.192, -0.028, 0.129, 0.128, -0.003, 0.138, 0.067, 0.082, 0.080, 0.068],
  "de_lowest_kj_mol": 5345.5
}

---

Entry 2:
{
  "formula": "C6H15N2",
  "method": "ωB97M-V with the def2-TZVPD basis set",
  "symbols": ["C", "N", "C", "C", "N", "C", "C", "C", "H", "H", "H", "H", "H", "H", "H", "H", "H", "H", "H", "H", "H", "H", "H"],
  "positions_angstrom": [[0.588672, 1.143212, 0.763025], [-0.758675, 1.767409, 0.969695], [-0.852919, 2.411656, 2.305103], [0.394829, -0.069089, -0.285222], [-0.695644, -0.760700, 0.096788], [-1.227209, -1.437696, -1.093087], [-0.670827, -0.688184, -2.336616], [0.300733, 0.376126, -1.737262], [1.374307, 1.851544, 0.473981], [0.934329, 0.712726, 1.716887], [-1.245939, 0.864027, 1.002586], [-0.095627, 1.959524, 2.964201], [-1.860274, 2.287334, 2.749141], [-0.714437, 3.478335, 2.188529], [1.356241, -0.626546, -0.225035], [3.188388, -4.423719, 1.311614], [3.556810, -5.055008, 1.237126], [-2.323935, -1.355036, -0.982421], [-0.856049, -2.476430, -1.065614], [-0.171078, -1.400862, -3.005193], [-1.484846, -0.210477, -2.924776], [-0.029027, 1.391249, -1.954800], [1.292177, 0.260604, -2.168651]],
  "forces_ev_per_a": [[0.061, -0.155, 0.826], [0.816, -1.374, -0.244], [-0.112, -0.448, -0.307], [0.695, 4.350, 0.962], [0.299, -3.006, -1.209], [-0.367, 2.417, 0.098], [-0.307, 0.024, -0.361], [0.082, -1.368, -1.702], [-0.336, -0.129, -0.371], [-0.026, -0.227, -0.241], [-1.072, 0.731, 0.371], [-0.322, 0.429, 0.172], [0.516, -0.155, -0.415], [0.300, 0.191, 0.093], [-0.404, -0.502, 0.540], [-0.123, 0.215, 0.035], [0.121, -0.212, -0.035], [0.264, -0.746, -0.036], [-0.407, -0.107, 0.608], [-0.061, 0.297, 0.183], [0.495, -0.419, 0.512], [-0.082, -0.001, 0.744], [-0.030, 0.194, -0.222]],
  "lowdin_charge": [-0.136, -0.098, -0.084, -0.314, 0.283, -0.093, -0.117, -0.099, 0.131, 0.113, 0.072, 0.079, 0.100, 0.082, 0.238, -0.008, 0.008, 0.157, 0.178, 0.120, 0.131, 0.133, 0.122],
  "de_lowest_kj_mol": 660.6,
  "total_charge": 1
}